[1]
# C6H10O

A single C6H10O molecule (the ωB97M-V functional and the def2-TZVPD basis, the OMol25 dataset).

XYZ file:
```
17
Properties=species:S:1:pos:R:3:forces:R:3
C 1.106 -1.644 -1.625 -0.12 0.30 0.27
C 0.738 -0.720 -0.945 0.14 -0.36 -0.22
C 0.453 0.251 0.139 -0.09 0.11 -0.06
C 1.171 1.585 -0.085 0.05 0.09 -0.06
O 0.958 -0.351 1.332 0.21 -0.08 0.17
C -1.046 0.466 0.394 -0.02 0.06 -0.04
C -1.880 -0.809 0.341 -0.02 -0.07 0.00
H 1.444 -2.505 -2.158 -0.12 0.23 -0.09
H 2.217 1.425 -0.364 -0.12 -0.01 0.07
H 0.696 2.175 -0.873 0.03 -0.10 0.03
H 1.144 2.155 0.851 -0.06 -0.10 -0.17
H 1.828 -0.707 1.112 -0.08 -0.03 0.17
H -1.108 0.919 1.393 0.03 -0.05 -0.20
H -1.431 1.201 -0.320 0.07 -0.10 0.06
H -2.884 -0.629 0.737 0.12 -0.02 -0.05
H -1.415 -1.600 0.935 -0.06 0.09 -0.04
H -1.983 -1.173 -0.686 0.04 0.05 0.15
```
Forces are in eV/Å.

The highest occupied orbital energy is -10.2 eV. For the LUMO energy, the calculation gives 0.98 eV. Its total energy is -8429.71708 eV. As for the energy above the lowest of the compared OMol25 structures with the same formula, charge and spin: 147.0 kJ/mol. Its total charge is 0.

***

[2]
# C7H12NO

A gas-phase ion, C7H12NO (charge +1) at a distorted geometry (the ωB97M-V functional and the def2-TZVPD basis, the OMol25 dataset).

XYZ file:
```
21
Properties=species:S:1:pos:R:3:forces:R:3
C 1.306 -0.295 -0.317 1.85 0.45 0.56
C -0.577 -0.502 -1.609 -6.45 0.63 -1.81
C -1.350 0.410 -0.671 -2.19 -1.04 2.54
C -1.019 -0.210 0.797 0.12 -1.88 -2.44
C 0.451 -0.161 1.144 1.07 1.47 -1.46
C -1.196 -1.324 -2.745 0.64 3.45 -0.12
C 1.818 1.394 2.379 0.02 -1.89 1.25
N 0.618 -0.513 -1.322 3.31 -1.97 -1.39
O 0.818 1.103 1.395 -0.44 1.63 1.70
H 2.278 0.117 -0.624 0.49 -0.63 1.68
H -1.033 1.473 -0.588 0.36 -0.76 -0.70
H -2.519 0.467 -0.788 2.36 -0.58 -0.05
H -1.523 0.405 1.458 -1.03 0.91 1.77
H -1.321 -1.291 0.899 -0.15 1.16 -0.26
H 0.867 -0.904 1.843 -0.17 0.03 -0.33
H -2.172 -0.897 -3.019 0.12 -0.82 0.45
H -1.092 -2.340 -2.508 -0.48 -1.51 0.39
H -0.578 -1.155 -3.617 0.36 -0.10 -0.39
H 1.730 2.454 2.653 0.11 -0.57 -0.11
H 2.790 1.112 1.971 0.22 0.52 -0.17
H 1.703 0.659 3.268 -0.12 1.52 -1.10
```
Forces are in eV/Å.

The highest occupied orbital energy (spin up / spin down) is -11.7 / -14.4 eV. For the LUMO energy (spin up / spin down), the calculation gives -2.66 / -8.06 eV. As for the spin multiplicity: 3. Its total energy is -10978.57236 eV. As for the energy above the lowest of the compared OMol25 structures with the same formula, charge and spin: 104.7 kJ/mol. Its total charge is +1. Its expectation value of S² is 2.02.

***

[3]
# C26H24CrI2N8O2S

A molecular structure, C26H24CrI2N8O2S (the ωB97M-V functional and the def2-TZVPD basis, the OMol25 dataset).

XYZ file:
```
64
Properties=species:S:1:pos:R:3:forces:R:3
Cr -0.081 -0.307 -0.090 0.65 -0.57 -0.19
N 1.116 -0.579 4.149 -0.04 0.16 0.01
C 0.572 -0.614 2.889 -0.01 0.04 0.11
S 1.645 -0.157 1.580 -0.16 0.19 -0.05
N -0.671 -0.953 2.782 0.05 -0.01 -0.12
N -1.138 -0.900 1.493 -0.10 0.33 0.04
C -2.358 -1.354 1.241 0.01 -0.08 -0.03
C -2.781 -1.343 -0.098 -0.02 0.03 0.03
C -4.067 -1.744 -0.542 0.02 -0.03 0.01
C -4.405 -1.618 -1.855 0.01 0.02 -0.03
C -3.466 -1.076 -2.773 -0.01 -0.04 0.01
C -2.228 -0.742 -2.297 0.05 -0.04 0.00
N -1.857 -0.877 -1.016 -0.05 0.11 0.00
H 2.118 -0.610 4.212 0.00 -0.07 0.00
H 0.595 -1.057 4.865 0.03 -0.06 -0.01
H -2.974 -1.730 2.048 0.00 -0.03 -0.01
H -4.764 -2.147 0.181 -0.01 0.01 0.00
H -5.384 -1.927 -2.198 -0.01 0.01 0.01
H -3.703 -0.948 -3.818 0.00 -0.01 -0.01
H -1.471 -0.343 -2.968 0.00 -0.01 0.00
I 6.402 -3.598 -2.110 0.04 -0.01 -0.01
C 4.465 -3.061 -1.560 -0.05 0.00 0.01
C 3.788 -3.798 -0.596 0.01 0.00 -0.03
C 2.505 -3.435 -0.237 0.04 0.04 0.00
I 1.499 -4.475 1.253 -0.03 -0.02 0.03
C 1.849 -2.340 -0.828 0.04 -0.02 0.15
O 0.624 -2.035 -0.491 -0.30 -0.10 -0.30
C 2.564 -1.607 -1.793 0.04 0.03 -0.03
C 1.895 -0.448 -2.468 -0.03 -0.02 -0.03
N 1.353 0.528 -1.486 -0.05 0.09 -0.04
C 0.940 1.794 -2.117 0.02 0.02 0.04
C -0.360 2.318 -1.562 -0.06 -0.01 -0.07
C -0.978 3.428 -2.130 0.06 -0.01 0.06
C -2.213 3.819 -1.653 -0.03 0.01 0.02
C -2.808 3.083 -0.635 0.03 0.03 0.01
C -2.124 2.006 -0.118 0.07 0.07 0.13
N -0.913 1.642 -0.561 -0.02 -0.08 0.09
C 3.857 -1.968 -2.150 0.00 0.01 0.02
H 4.261 -4.647 -0.123 0.00 0.01 0.01
H 1.053 -0.782 -3.081 -0.02 0.00 0.04
H 2.616 0.052 -3.122 -0.03 -0.01 -0.04
H 2.097 0.734 -0.823 0.01 -0.06 0.01
H 0.815 1.631 -3.190 -0.01 -0.01 0.01
H 1.719 2.553 -2.004 0.01 0.00 -0.04
H -0.491 3.960 -2.936 -0.01 0.00 -0.01
H -2.715 4.680 -2.076 -0.01 -0.01 -0.01
H -3.782 3.340 -0.245 0.00 0.01 0.00
H -2.534 1.401 0.680 0.00 -0.02 -0.01
H 4.384 -1.392 -2.901 0.01 0.01 0.01
N 0.150 7.098 4.020 0.02 0.01 0.01
C -0.862 6.187 4.043 -0.01 -0.04 -0.02
O -1.941 6.430 4.541 0.00 0.02 -0.01
C -0.585 4.857 3.392 0.00 0.02 0.03
C 0.513 4.598 2.581 -0.01 0.00 -0.01
C 0.645 3.333 2.027 0.02 -0.01 -0.03
N -0.223 2.351 2.227 -0.18 0.12 0.24
C -1.258 2.598 3.026 0.01 -0.01 0.03
C -1.488 3.829 3.621 0.01 0.00 -0.01
H 0.008 7.942 4.548 -0.01 0.00 -0.01
H 1.091 6.829 3.804 0.01 -0.01 0.03
H 1.256 5.351 2.353 -0.01 0.01 -0.01
H 1.497 3.091 1.397 -0.01 0.00 -0.01
H -1.928 1.762 3.203 -0.01 0.01 -0.01
H -2.350 4.005 4.249 0.01 0.00 0.02
```
Forces are in eV/Å.

The highest occupied orbital energy (spin up / spin down) is -5.3 / -7.4 eV. For the LUMO energy (spin up / spin down), the calculation gives 0.01 / -0.15 eV. As for the spin multiplicity: 5. Its total energy is -98827.69188 eV. Its total charge is 0. Its expectation value of S² is 6.05.

***

[4]
# H80O40

40 unconnected molecules or ions with the total composition H80O40 at a distorted geometry (the ωB97M-V functional and the def2-TZVPD basis, the OMol25 dataset).

XYZ file:
```
120
Properties=species:S:1:pos:R:3:forces:R:3
H -0.978 1.068 -5.536 -0.22 -0.29 0.28
H -1.024 1.348 -3.997 -0.04 -0.55 -0.14
O -0.565 1.556 -4.817 -0.51 0.36 -0.11
H 0.876 -3.720 2.030 -0.64 -0.66 -0.04
H 0.956 -4.799 3.172 -0.47 -0.18 -0.57
O 1.458 -4.223 2.594 1.61 0.75 0.79
H 1.602 -2.434 -1.190 0.26 -0.14 -0.08
H 2.284 -1.392 -0.362 0.08 0.05 -0.49
O 2.401 -2.311 -0.652 -0.40 0.22 -0.60
H -0.102 -0.227 -0.563 0.01 0.14 0.11
H 0.148 0.823 -1.574 0.06 0.06 0.08
O -0.447 0.086 -1.405 0.38 -0.34 -0.44
H 2.514 1.734 -1.735 0.42 0.00 0.23
H 3.399 0.741 -0.936 0.25 0.29 -0.22
O 2.492 0.983 -1.135 -0.57 -0.27 0.13
H 2.757 2.812 2.191 0.04 -0.07 -0.43
O 1.852 3.018 1.925 0.00 0.01 0.65
H 1.852 -4.536 -2.438 -0.07 0.15 -0.28
O 1.685 -5.424 -2.776 -0.39 -0.09 -0.22
H 0.027 0.769 1.613 0.30 0.07 0.02
H -0.954 1.837 1.272 0.10 0.33 -0.45
O -0.103 1.490 0.975 0.18 -1.13 -0.44
H 2.642 -2.098 1.098 -0.71 0.20 1.12
H 1.234 -1.994 1.708 -0.07 0.23 -0.09
O 2.102 -1.584 1.755 0.79 0.09 -0.13
H -3.989 -0.327 0.242 -0.24 0.41 -0.20
H -4.729 -1.188 -0.681 -0.47 0.16 -0.38
O -4.592 -0.240 -0.536 0.65 -0.93 1.13
H 3.522 -4.406 -3.005 -0.16 -0.31 0.22
H 4.073 -4.612 -1.525 -0.28 0.05 -0.10
O 4.296 -4.442 -2.443 1.07 0.42 -0.22
H -2.620 5.886 1.016 -0.14 -0.40 -0.29
O -2.052 6.379 0.429 1.06 1.03 -0.07
H 1.042 2.554 -5.722 -0.44 0.26 0.48
H 1.699 2.931 -4.326 -0.88 0.43 -0.25
O 1.794 2.450 -5.147 1.91 -0.20 -0.13
H -0.713 -6.342 1.413 0.21 -0.17 0.08
H -1.336 -5.321 2.345 -0.10 -0.25 0.02
O -0.505 -5.776 2.165 -0.61 -0.29 0.48
H 2.542 4.433 4.139 -0.38 -0.98 -0.54
H 1.196 3.503 4.459 0.83 -0.38 -0.86
O 1.725 4.282 4.612 -0.50 1.44 1.52
H -1.652 5.006 -4.201 0.12 0.54 0.96
H -1.565 3.618 -4.415 0.42 -0.74 0.59
O -1.453 4.223 -3.661 -0.35 0.16 -1.63
H -1.297 -4.856 0.427 0.01 0.17 -0.11
H -2.488 -4.052 -0.095 -0.08 0.37 0.27
O -2.262 -4.779 0.485 -0.08 -0.15 -0.14
H -6.247 2.509 0.879 0.26 0.57 -0.06
H -5.394 1.339 0.658 0.49 0.55 -0.44
O -5.338 2.319 0.606 -0.72 -0.97 0.32
H 2.612 -0.616 5.921 -0.08 0.84 0.16
O 2.347 0.295 6.173 0.17 -0.48 0.12
H -0.625 3.459 -1.409 -0.07 -0.15 -0.32
H -1.788 2.457 -1.678 0.25 -0.05 -0.41
O -1.390 3.024 -1.029 -0.11 0.31 1.10
H -0.242 6.915 -0.799 0.38 0.12 0.11
O 0.267 6.362 -1.410 -0.36 0.03 0.08
H 5.435 2.007 1.842 -0.32 -0.13 -0.12
H 5.324 3.367 2.430 -0.21 0.18 0.04
O 4.794 2.723 1.946 0.60 -0.05 0.20
H 1.403 0.540 3.354 0.02 -0.19 0.15
H 0.321 -0.358 4.062 0.01 0.12 -0.34
O 0.456 0.432 3.512 0.62 -0.17 0.05
H 0.440 -5.254 -1.312 0.11 -0.37 0.55
H 1.411 -6.045 -0.525 -0.02 -0.16 0.22
O 0.626 -5.504 -0.384 -0.38 0.39 -0.41
H -3.699 4.022 -0.958 1.58 -0.34 -0.81
H -4.423 5.089 -0.716 0.12 1.71 -0.39
O -3.575 4.964 -1.188 -2.13 -1.61 0.85
H 2.417 -1.679 3.568 0.32 0.66 -0.05
H 2.255 -2.693 4.560 0.11 0.07 0.61
O 2.461 -1.744 4.544 -0.41 -1.40 -1.02
H 4.311 -1.981 -3.540 0.07 0.41 0.39
H 3.686 -0.557 -3.984 0.61 -0.03 0.41
O 3.757 -1.500 -4.159 -0.59 -0.43 -0.91
H 4.447 -4.533 2.083 -1.18 0.26 0.20
H 3.282 -4.612 0.874 -0.40 0.37 1.38
O 4.178 -4.723 1.187 1.45 -0.59 -1.60
H 3.860 5.037 0.369 0.00 -0.35 0.07
H 2.984 5.251 -0.822 -0.14 -0.17 -0.05
O 3.514 4.564 -0.397 0.02 0.50 -0.24
H -1.954 -3.843 -1.696 0.45 -0.20 -0.32
H -2.552 -2.556 -2.098 0.29 0.25 -0.55
O -1.686 -2.933 -1.883 -0.69 -0.20 0.14
H -3.402 1.476 5.239 -0.34 -0.01 -0.05
H -2.252 1.029 4.405 -0.06 0.19 -0.18
O -3.205 1.201 4.338 0.23 -0.23 0.47
H 4.805 2.347 -3.942 0.57 -0.44 -0.08
O 4.312 1.515 -3.905 -0.14 0.89 0.41
H -4.051 -1.779 -5.103 0.07 -0.24 0.08
H -3.726 -1.300 -3.709 0.21 0.05 -0.08
O -3.588 -2.055 -4.302 -0.24 0.42 0.12
H 1.573 0.412 5.616 -0.08 0.26 0.11
H 1.578 2.384 1.249 0.06 0.10 -0.06
H -0.301 5.585 -1.443 0.20 -0.15 -0.23
H 1.114 -5.257 -3.537 0.21 0.10 -0.14
H -2.058 5.982 -0.455 -0.87 -0.31 0.75
H 3.432 1.908 -3.858 -0.34 -0.61 -0.43
O -1.154 2.373 3.066 -0.99 0.41 0.51
H -0.225 2.192 2.891 0.26 0.67 0.31
H -1.302 3.284 3.340 0.36 -0.03 -0.12
O 1.333 -2.916 -4.030 -0.29 -0.42 0.07
H 0.553 -2.383 -3.839 0.22 0.18 -0.19
H 2.000 -2.379 -4.491 -0.04 0.21 0.46
O -2.877 0.683 1.454 -0.12 -0.04 0.30
H -2.623 0.944 2.361 -0.55 0.56 -0.44
H -3.174 1.460 0.967 0.07 0.42 0.55
O -2.883 0.553 -2.474 -0.42 -0.57 -0.04
H -2.616 1.417 -2.779 -0.28 0.24 0.21
H -2.969 0.513 -1.494 0.05 0.35 -1.10
O -1.788 -1.388 0.486 0.15 -1.16 0.49
H -1.807 -1.443 -0.478 0.48 0.29 0.20
H -1.611 -0.490 0.803 -0.45 0.06 -0.64
O -1.428 -1.270 4.220 -0.33 -0.82 -0.39
H -2.010 -1.219 3.448 -0.01 0.41 0.07
H -1.277 -2.225 4.238 0.19 0.04 0.41
O -5.140 -3.369 1.851 0.22 0.42 0.03
H -5.410 -2.678 2.468 -0.17 -0.12 -0.01
H -4.239 -3.102 1.627 0.07 -0.25 -0.04
```
Forces are in eV/Å.

The highest occupied orbital energy is -10.4 eV. For the LUMO energy, the calculation gives -0.53 eV. Its total energy is -83197.43181 eV. As for the energy above the lowest of the compared OMol25 structures with the same formula, charge and spin: 808.9 kJ/mol. Its total charge is 0.